Entry 1:
Computed, not measured: an isolated molecule of C7H10O2 at a distorted geometry, with ωB97M-V with the def2-TZVPD basis set.

```
19
Properties=species:S:1:pos:R:3:forces:R:3:mulliken_charge:R:1
H -0.653 0.476 2.158 -0.59 1.26 0.35 0.38
H -0.074 -1.082 2.147 0.33 0.72 -1.64 0.28
H 2.218 1.643 0.060 -0.19 0.29 0.04 0.47
C 1.617 -0.271 -0.895 2.86 2.11 -1.28 -0.72
H 1.805 0.193 -1.909 0.10 -0.45 0.86 0.29
C 0.310 -0.937 -0.910 -2.89 0.33 0.56 -0.82
O -0.573 2.286 -0.455 0.10 -0.20 -0.38 -0.58
C -0.570 -0.079 0.115 -0.31 -1.38 -1.43 1.38
C -0.037 -0.112 1.517 -0.24 -2.52 1.83 -0.77
H 2.548 -0.831 -0.639 -0.99 0.06 -0.09 0.33
C 1.422 0.911 0.059 0.83 -0.87 1.00 0.29
C -0.023 1.243 -0.226 0.27 1.94 0.57 -0.03
H -2.554 0.605 0.464 0.21 -0.17 -0.18 0.38
C -2.034 -0.228 -0.039 -1.60 -1.35 2.88 -1.88
H -2.371 -0.231 -1.041 -0.23 -0.21 -1.11 0.42
H 0.369 -1.907 -0.506 -0.21 -1.52 -0.04 0.36
H -0.258 -0.866 -1.883 0.87 -0.52 0.89 0.36
O 1.280 0.367 1.451 0.94 0.87 -1.50 -0.43
H -2.421 -1.181 0.532 0.73 1.58 -1.33 0.29
```
Forces are in eV/Å.

The spin multiplicity is 1. The LUMO energy is 0.85 eV. Its electronic energy is -11514.5554 eV. Its energy relative to the best compared isomer or geometry (same formula, charge and spin) is 125.5 kJ/mol. Its SMILES is C[C@]12CC[C@H](OC1)C2=O.

***

Entry 2:
Computed, not measured: C36H26N3O9TeTi as an isolated structure, with ωB97M-V with the def2-TZVPD basis set.

```
76
Properties=species:S:1:pos:R:3:forces:R:3:mulliken_spin:R:1
Te -1.508 -2.281 1.158 0.03 0.02 0.06 0.00
C -3.223 4.578 -0.546 0.15 -0.10 0.10 0.01
H -1.387 0.646 3.949 0.02 0.02 0.00 0.00
N -4.391 5.430 -0.754 0.03 0.04 -0.32 0.00
C -2.402 0.909 -0.571 -0.16 -0.12 -0.16 -0.01
O 0.343 6.268 0.269 -0.05 0.06 0.01 0.00
C 0.879 0.022 4.649 0.07 -0.02 -0.01 0.02
H 4.028 -1.060 -3.196 0.00 0.00 0.00 0.00
C -3.351 3.200 -0.642 -0.09 -0.02 -0.01 0.00
H 6.042 -0.076 1.323 0.01 0.00 0.01 0.00
C 0.949 -1.222 5.265 -0.01 -0.01 -0.02 0.00
H 3.280 0.432 4.528 0.00 0.00 0.00 0.00
H -3.160 -0.900 2.763 0.00 0.01 -0.01 0.00
C 1.043 0.097 3.167 -0.23 0.02 0.03 -0.01
H 0.011 -5.323 5.078 0.00 0.00 0.00 0.00
H -1.918 6.232 -0.185 0.00 0.02 0.00 0.00
C -0.902 4.364 -0.029 -0.20 -0.17 -0.12 0.00
O 0.019 2.178 0.194 -0.18 -0.46 0.09 0.01
C 4.320 -0.486 -0.631 -0.19 -0.07 -0.02 0.00
C 3.578 -0.104 -2.963 -0.01 -0.02 -0.07 0.00
O -3.414 0.349 -0.194 0.01 0.03 -0.02 0.00
C 4.796 0.197 3.060 0.03 -0.01 -0.04 0.00
H 0.833 -2.290 7.117 0.00 0.00 -0.01 0.00
H 0.452 -0.254 8.470 0.00 0.00 0.00 0.00
Ti 0.023 0.209 0.317 0.30 0.05 -0.70 0.92
C 5.928 0.423 4.026 -0.01 -0.01 -0.02 0.00
C -0.982 2.947 -0.099 0.14 0.19 0.03 -0.01
O -4.236 6.633 -0.675 -0.03 0.00 0.11 0.00
C 5.028 -0.051 1.707 0.00 0.02 0.09 0.00
C 0.786 -1.320 6.639 -0.01 0.01 0.02 0.00
O -1.360 0.267 -1.070 -0.03 0.15 0.68 -0.01
C 0.671 1.169 5.407 -0.01 0.00 -0.01 0.00
C 2.949 0.648 -3.942 -0.01 0.00 0.02 0.00
H 5.752 1.307 4.639 0.00 0.00 0.01 0.00
H 2.036 3.315 -2.055 -0.01 0.00 0.00 0.00
C -2.087 -1.058 2.836 0.02 0.00 -0.04 0.00
C 2.398 0.010 2.621 0.10 -0.04 0.02 0.03
C -0.542 -4.071 3.431 0.03 -0.01 0.02 0.00
C 2.388 1.878 -3.619 0.02 -0.01 0.06 0.00
C 1.254 -3.355 1.996 0.03 0.00 0.01 0.00
C 3.484 0.226 3.485 -0.06 0.00 0.02 0.00
N 0.352 5.051 0.284 0.05 0.07 0.00 0.00
C 2.159 -4.054 2.788 -0.01 0.00 0.00 0.00
H 2.423 -5.296 4.516 0.00 0.00 0.00 0.00
O -5.441 4.883 -1.030 -0.04 0.00 0.11 0.00
C -0.096 -3.352 2.326 -0.09 0.02 -0.08 -0.01
C 3.992 -0.261 0.819 0.00 0.00 -0.09 0.00
H 0.633 2.136 4.920 0.00 0.00 0.01 0.00
C 1.716 -4.753 3.902 0.02 0.01 -0.01 0.00
C -1.361 0.287 2.921 -0.08 0.02 -0.06 0.02
C -2.249 2.400 -0.452 0.11 0.01 0.00 0.03
H -1.894 1.023 2.312 -0.01 0.00 -0.01 0.00
H 1.897 2.466 -4.383 0.00 0.00 0.00 0.00
H 0.361 1.958 7.373 0.00 0.00 0.00 0.00
O 5.135 -1.324 -0.945 0.07 0.02 0.02 0.00
H -1.597 -4.096 3.678 0.00 -0.01 0.00 0.00
C 2.459 2.354 -2.316 -0.03 0.02 -0.05 0.00
H -1.880 -1.672 3.711 0.03 0.00 -0.01 0.00
C 3.631 0.359 -1.653 0.06 0.01 0.01 -0.01
C 3.075 1.595 -1.334 -0.01 0.02 0.09 0.00
H 1.605 -2.811 1.130 0.00 0.00 0.01 0.00
H 3.126 1.983 -0.322 -0.02 -0.04 -0.02 0.00
C 2.662 -0.274 1.263 0.20 0.02 0.00 -0.01
H 6.041 -0.430 4.698 0.02 0.01 0.01 0.00
C -2.010 5.160 -0.252 0.00 0.12 -0.01 0.00
O 1.708 -0.617 0.399 -0.17 0.25 0.11 0.03
N 0.010 0.229 2.404 0.11 -0.07 0.10 -0.04
H -4.310 2.752 -0.862 0.00 0.01 0.00 0.00
H 3.210 -4.046 2.528 0.00 0.00 0.00 0.00
H 6.871 0.560 3.499 0.00 0.00 0.00 0.00
C 0.364 -4.765 4.220 -0.02 0.00 0.01 0.00
O 1.335 4.385 0.534 0.11 -0.04 0.02 0.00
C 0.573 -0.178 7.398 0.00 0.00 -0.02 0.00
H 2.896 0.279 -4.958 0.00 0.00 0.00 0.00
C 0.520 1.066 6.782 0.00 0.01 0.02 0.00
H 1.133 -2.107 4.666 0.00 0.00 0.02 0.00
```
Forces are in eV/Å.

The spin multiplicity is 2. The LUMO energy (spin up / spin down) is -0.64 / -0.86 eV. The expectation value of S² is 0.754. Its electronic energy is -91058.7335 eV. Its energy relative to the best compared isomer or geometry (same formula, charge and spin) is 0.0 kJ/mol.

***

Entry 3:
Computed, not measured: C17H24As2ClIrO5S as an isolated structure at a distorted geometry, with ωB97M-V with the def2-TZVPD basis set.

```
51
Properties=species:S:1:pos:R:3:forces:R:3:mulliken_spin:R:1
C -1.565 3.788 0.113 -0.68 0.29 -0.66 0.10
C 3.996 -3.217 2.629 0.39 -1.03 0.61 0.00
O 2.501 -0.796 1.865 -1.80 1.03 -0.09 0.14
H 2.583 4.106 1.851 0.07 -0.03 0.01 0.00
C 3.639 -1.706 -0.352 -0.34 0.19 -0.14 0.01
O -1.295 -0.533 -1.496 -0.42 0.30 -0.12 0.03
H -1.642 2.455 3.661 0.00 -0.02 0.02 0.00
O 0.839 0.315 -0.844 -0.11 0.13 -0.08 0.05
H 2.926 -3.293 2.477 0.07 -0.02 -0.01 0.00
H 2.589 3.141 3.347 -0.04 -0.06 -0.03 0.01
H -0.139 2.335 4.600 0.13 -0.04 -0.11 0.01
C -2.137 4.779 -0.681 -0.18 -2.09 0.31 0.24
H 4.085 -5.070 3.748 -0.01 0.06 -0.03 0.00
C -1.742 6.113 -0.554 0.23 1.35 -0.07 0.25
C 6.019 -4.162 3.600 0.57 0.61 -0.28 0.00
H -2.314 0.889 2.065 0.01 -0.01 -0.01 0.00
H -3.704 0.948 -1.855 0.03 -0.04 0.04 0.00
C 2.007 3.824 2.730 -0.13 0.28 -0.11 0.00
As 0.394 2.893 2.213 0.54 -0.96 0.37 0.05
Cl -0.135 -0.809 -0.742 0.81 -0.58 0.18 0.05
C 6.063 -2.028 2.370 1.66 -0.93 0.88 0.00
H 6.642 -1.181 2.020 0.01 -0.05 0.01 0.00
O -0.490 -0.745 0.734 -0.28 0.02 0.07 0.08
Ir 1.016 0.642 1.437 0.99 -0.78 0.15 2.58
As -2.226 2.018 -0.196 -0.18 -0.86 -0.08 0.86
H 0.632 5.761 1.804 0.03 0.00 0.03 -0.01
H 1.762 4.702 3.325 0.05 0.02 0.06 0.00
C -0.538 4.125 1.021 -0.39 -0.96 0.10 0.16
C 4.666 -4.238 3.371 -1.50 1.20 -1.00 0.00
C -0.666 2.901 3.833 -0.39 0.34 -0.02 0.04
O 0.476 -2.037 -1.041 -0.25 0.28 0.02 0.01
H -2.908 4.534 -1.400 -0.02 0.01 -0.04 0.02
C -0.749 6.452 0.351 0.93 0.04 0.90 0.09
H 3.105 -1.020 -1.008 0.04 -0.06 -0.08 0.00
H -0.788 3.934 4.157 -0.02 -0.02 0.09 0.00
C -3.061 1.204 1.341 0.10 0.08 0.10 0.03
H -2.213 6.872 -1.165 -0.02 0.08 -0.06 -0.01
H 4.614 -1.937 -0.781 0.02 0.01 0.13 0.00
H 6.526 -4.937 4.159 0.03 0.02 -0.01 0.00
H -4.348 2.550 -1.398 -0.05 -0.01 0.01 0.03
C -0.150 5.466 1.120 0.00 2.20 -0.60 0.08
H -3.602 0.329 0.984 0.01 0.00 -0.08 -0.01
C 4.717 -2.128 2.128 -0.66 -0.51 0.43 0.01
H -3.751 1.931 1.772 -0.04 0.00 0.01 0.03
H -2.980 2.412 -2.557 0.00 -0.02 -0.05 0.00
S 3.901 -0.846 1.188 1.38 -0.78 0.05 0.02
C 6.727 -3.071 3.105 -0.68 1.12 -0.81 0.00
H 7.795 -2.985 3.267 -0.09 0.02 0.00 0.00
H 3.054 -2.609 -0.178 0.10 -0.03 0.06 0.00
C -3.451 1.991 -1.672 0.07 0.18 -0.06 0.02
H -0.432 7.481 0.454 -0.02 0.03 0.00 0.01
```
Forces are in eV/Å.

The spin multiplicity is 6. The LUMO energy (spin up / spin down) is -10.29 / -14.59 eV. The expectation value of S² is 8.779. Its electronic energy is -176087.4572 eV. As for the charge: +3. Its energy relative to the best compared isomer or geometry (same formula, charge and spin) is 131.9 kJ/mol.

***

Entry 4:
Computed, not measured: C26H40BCsN4NaO13 as an isolated structure at a distorted geometry, with ωB97M-V with the def2-TZVPD basis set.

```
86
Properties=species:S:1:pos:R:3:forces:R:3:mulliken_charge:R:1
H -1.986 3.467 3.393 -0.11 0.15 0.02 0.47
H -2.644 2.363 -1.148 0.11 0.04 -0.23 0.15
N -1.994 -1.665 -1.952 -0.31 0.02 0.45 0.48
H 1.775 -0.580 5.009 0.10 0.99 0.00 0.16
C -0.046 0.531 -5.262 -0.40 0.72 1.19 -0.20
O -3.467 -0.736 -0.338 0.03 -0.07 0.09 -0.12
O -0.428 2.647 2.442 -0.41 0.22 -0.22 -0.53
C -0.175 -1.731 -5.906 -0.04 0.22 0.32 0.47
O -4.514 -2.493 -5.072 -0.51 -0.43 -0.67 -0.34
C -4.134 0.243 -1.093 0.44 0.93 -0.60 0.49
C -3.681 -1.948 -4.474 -0.38 0.43 0.26 0.22
H -1.109 -2.300 0.431 0.02 -0.45 0.24 0.35
C 0.427 0.873 -6.503 -0.19 -0.51 -0.34 -0.45
C -0.232 -2.316 -0.208 0.33 0.90 -0.27 -1.18
C 1.199 0.982 6.596 0.66 3.55 2.20 -0.22
H -4.317 4.568 -0.987 0.26 0.23 -0.09 0.45
C 0.923 0.727 1.848 -0.24 -0.23 -0.78 -1.05
H 0.894 -1.285 6.353 -0.35 0.64 0.68 0.42
C 0.295 -1.282 -7.116 -0.03 -0.89 -1.21 -0.37
C -2.301 1.317 3.258 -0.04 0.27 -0.87 -0.46
H 0.234 -3.295 -0.270 -0.34 -0.32 0.11 0.51
C -0.055 1.811 1.356 0.56 -0.01 0.53 0.32
H 1.219 0.938 2.869 -0.14 0.12 0.17 0.19
H 0.279 1.093 7.204 -0.08 -0.99 -0.01 0.31
O 2.232 -0.675 -3.728 -0.97 -0.11 -0.44 -0.66
O -0.232 -0.276 4.998 0.51 0.26 0.62 -0.56
H 1.947 -3.262 -1.953 0.52 -0.59 -0.16 0.23
H 2.759 -1.189 -4.353 0.77 0.15 0.27 0.29
C -1.839 2.660 2.682 0.64 -0.24 0.25 0.06
H 5.597 2.941 6.108 0.12 -0.05 0.07 0.32
C 0.077 -1.567 -2.648 0.95 0.14 -0.01 0.03
Na -7.082 0.245 -1.772 -0.84 0.17 -0.07 -0.13
C 5.987 2.667 5.127 -0.11 0.07 -0.18 -1.13
H 0.451 -2.035 -7.906 -1.42 2.11 1.27 -0.10
O 2.287 0.797 7.198 -0.31 -0.43 -0.43 -0.53
N 0.590 -0.043 -7.462 0.19 0.45 0.15 -0.61
C -2.047 -1.244 -3.216 0.36 0.68 -0.86 0.20
H 7.078 2.644 5.161 -0.01 -0.01 0.15 0.34
H 0.708 -1.261 2.554 -0.08 -0.44 -0.08 0.36
C 0.810 -1.306 0.366 -0.68 -0.35 0.21 -0.61
B 1.631 -1.611 -2.902 0.69 0.12 -0.15 0.61
C 4.247 -4.717 -3.233 -0.58 -0.49 1.01 0.76
O 2.417 -2.564 -2.421 -0.42 -0.05 0.68 -0.43
H -0.933 1.345 0.904 -0.15 -0.03 -0.06 -0.37
H 1.826 0.774 1.239 0.22 0.07 0.13 0.53
O 4.786 1.172 3.726 -0.06 0.00 -0.08 -0.54
H -3.990 -2.057 -1.842 -0.28 0.07 -0.04 0.42
C 5.794 0.151 5.622 -0.13 -0.11 -0.14 -1.12
H 6.877 0.021 5.675 -0.01 0.08 0.13 0.39
Cs 1.681 -3.523 -8.654 1.76 -2.02 -0.69 0.78
H -0.180 1.302 -4.518 0.05 0.07 0.11 0.47
O 3.081 -5.147 -3.623 -0.38 0.28 -0.79 -0.72
H 1.147 1.803 5.854 0.33 -0.65 -0.70 0.20
C -0.350 -0.769 -4.937 -0.15 -0.31 -1.02 -1.04
C -0.669 -1.881 -1.564 -0.26 0.02 -0.64 0.60
C 0.851 -0.464 5.611 -0.62 -3.50 -2.32 -0.23
H -1.426 0.793 3.632 -0.18 0.02 0.29 -0.04
H -2.996 4.177 0.123 0.01 0.10 0.29 0.30
H -5.112 -0.132 -1.439 0.38 -0.29 0.49 -0.98
N -0.793 -1.171 -3.663 -0.20 0.26 1.14 0.87
H 5.671 3.411 4.399 -0.01 -0.01 -0.01 0.29
H -3.055 1.433 4.029 -0.03 -0.01 0.15 0.45
H -0.383 -2.769 -5.706 -0.01 -0.18 -0.02 0.46
C -3.723 2.525 -1.064 0.56 0.24 0.57 -0.04
C -3.190 -1.832 -1.137 -0.30 -0.57 0.08 -1.34
H 5.349 -0.757 5.222 -0.01 0.00 -0.02 0.26
N -3.152 -0.889 -3.982 0.81 -0.76 0.58 -0.27
O -4.903 3.688 0.756 0.34 0.08 0.26 -0.49
C 5.452 1.312 4.721 -0.01 -0.02 0.05 0.90
H -2.336 2.906 1.741 -0.27 0.04 0.12 -0.16
H -4.137 2.628 -2.067 -0.26 -0.23 -0.09 0.46
C -3.946 3.835 -0.273 -0.64 -0.32 -0.43 -0.86
O -4.260 1.413 -0.364 -0.37 -0.38 -0.15 -0.17
O 4.963 -3.952 -3.929 0.09 0.20 -0.45 -0.72
H -5.695 4.164 0.508 -0.17 -0.04 -0.03 0.29
H -2.733 0.730 2.447 -0.13 -0.22 0.08 0.04
H 0.641 1.907 -6.709 0.17 0.10 -0.28 0.41
H 1.765 -1.808 0.476 0.21 0.06 0.02 0.42
O 4.566 -5.124 -2.055 0.32 0.30 -0.24 -0.71
H 0.950 -0.496 -0.345 0.04 0.04 -0.15 0.43
C 0.356 -0.701 1.692 0.64 0.67 0.54 -0.45
H 0.417 2.441 0.598 0.03 0.09 -0.09 0.38
H -3.578 0.448 -2.012 0.15 -0.02 -0.02 0.42
H 5.393 0.329 6.621 0.10 0.03 0.04 0.30
H -3.078 -2.707 -0.509 0.24 -0.02 0.17 0.48
H -0.729 -0.659 1.771 -0.14 -0.07 -0.06 0.20
```
Forces are in eV/Å.

The spin multiplicity is 1. The LUMO energy is -0.48 eV. Its electronic energy is -65817.7847 eV. As for the charge: -1.

***

Entry 5:
Computed, not measured: an isolated ion of composition C4H3N2O3 and charge +1 at a distorted geometry, with ωB97M-V with the def2-TZVPD basis set.

```
12
Properties=species:S:1:pos:R:3:forces:R:3:mulliken_charge:R:1
C -0.287 -1.352 0.128 0.42 0.11 1.04 0.55
H 0.289 0.009 1.596 1.12 0.57 -1.99 0.36
C 0.702 -0.190 0.521 -0.68 -2.65 1.86 -0.58
O -1.612 1.705 0.345 1.16 -0.48 -0.47 -0.21
N -0.617 1.339 -0.089 -3.70 2.72 0.19 0.60
H 1.713 -0.595 0.644 0.07 0.64 -0.65 0.43
O -0.163 -2.186 -0.690 0.28 -0.36 -0.73 -0.43
C 0.424 0.868 -0.529 0.74 -1.22 2.45 0.67
H -2.070 -1.932 0.893 2.66 2.34 -0.05 0.40
N 1.771 2.066 -2.257 1.07 0.87 -1.37 -0.15
O -1.307 -1.179 0.973 -3.27 -2.40 0.09 -0.50
C 1.156 1.446 -1.535 0.13 -0.12 -0.38 -0.14
```
Forces are in eV/Å.

The spin multiplicity is 1. The LUMO energy is -8.20 eV. Its electronic energy is -13305.5386 eV. As for the charge: +1. Its energy relative to the best compared isomer or geometry (same formula, charge and spin) is 360.0 kJ/mol. Its SMILES is N#CC(CC(=O)O)=[N+]=O.

***

Entry 6:
Computed, not measured: C14H18FeNO4 as an isolated structure at a distorted geometry, with ωB97M-V with the def2-TZVPD basis set.

```
38
Properties=species:S:1:pos:R:3:forces:R:3:mulliken_spin:R:1
C -1.443 3.325 -4.165 -0.26 3.10 -0.02 0.08
C -2.066 1.085 -2.315 -0.54 0.21 0.44 0.15
C -1.258 -0.631 -4.062 -0.20 -0.58 -0.61 0.06
H -2.857 0.626 2.197 0.12 0.04 -0.05 0.00
H -1.968 1.588 -1.350 0.04 -0.20 -0.29 -0.03
H -1.641 -0.963 -2.008 0.20 -0.02 -0.03 0.08
C -3.159 0.861 -4.504 -1.46 -0.42 0.06 0.17
C -1.213 -0.139 -2.621 -0.37 -1.62 1.54 0.02
H -2.836 -1.144 2.228 0.15 -0.03 -0.04 0.01
C -0.611 1.551 -5.971 1.11 0.25 -3.04 0.08
C -0.212 0.976 1.664 0.10 0.53 1.46 0.02
H -0.556 -1.401 -4.395 -0.27 0.30 0.31 -0.01
C 1.248 -1.428 2.043 0.61 0.41 0.19 0.02
H -0.699 1.854 2.104 0.03 -0.15 -0.04 0.01
C -2.367 -0.260 1.795 0.02 0.18 1.55 0.01
Fe -1.118 1.464 -4.153 1.38 1.42 -0.69 2.42
N -0.921 -0.236 2.128 -0.46 -0.24 -3.96 0.78
H 1.820 1.777 1.634 -0.33 -0.24 -0.05 0.00
O 1.879 -0.259 1.541 -0.46 -0.01 -0.37 0.01
H -3.967 1.161 -5.174 0.42 0.00 0.22 0.00
C 1.265 0.921 2.038 0.62 -0.44 0.19 0.02
H -2.508 -0.281 0.714 0.34 0.02 -0.20 0.04
H 1.378 -1.436 3.132 -0.23 -0.16 0.04 0.00
H -0.175 -0.017 -2.261 -0.40 -0.23 -0.02 0.04
C -2.259 -0.184 -4.909 -0.83 -0.64 0.92 0.03
H -0.727 -2.333 2.112 0.03 0.18 -0.03 0.01
H -0.344 -1.548 0.584 -0.14 0.38 -0.13 0.05
O 1.680 1.730 -3.124 0.05 0.08 0.00 -0.07
C -0.230 -1.463 1.669 0.28 -0.50 1.46 0.01
O -1.667 4.441 -4.166 0.05 -0.68 0.04 -0.05
C 0.621 1.647 -3.532 1.76 0.26 0.47 0.07
O -0.328 1.584 -7.073 -0.25 -0.09 0.74 -0.05
C -3.043 1.482 -3.214 -0.82 -1.25 0.00 0.00
H 1.791 -2.295 1.645 -0.33 0.26 -0.04 0.00
H -2.350 -0.605 -5.911 0.11 0.23 0.25 0.00
H -0.326 1.059 0.580 -0.16 -0.38 -0.17 0.03
H 1.395 0.933 3.125 -0.22 0.17 0.06 0.00
H -3.718 2.299 -2.956 0.28 -0.14 -0.17 0.01
```
Forces are in eV/Å.

The spin multiplicity is 5. The LUMO energy (spin up / spin down) is -2.62 / -7.84 eV. The expectation value of S² is 6.159. Its electronic energy is -58864.1949 eV. As for the charge: +1. Its energy relative to the best compared isomer or geometry (same formula, charge and spin) is 29.0 kJ/mol.

***

Question: Number 2 is which compound?
Answer: C36H26N3O9TeTi